(1)
{
  "formula": "C21H20N6OS3",
  "method": "ωB97M-V/def2-TZVPD",
  "symbols": ["C", "C", "C", "N", "C", "C", "S", "C", "N", "C", "C", "C", "C", "C", "C", "S", "N", "N", "C", "S", "C", "C", "O", "N", "C", "C", "C", "C", "C", "N", "C", "H", "H", "H", "H", "H", "H", "H", "H", "H", "H", "H", "H", "H", "H", "H", "H", "H", "H", "H", "H"],
  "xyz": [[-0.627, -4.432, 0.656], [-1.522, -4.134, -0.266], [-1.975, -2.747, -0.633], [-1.289, -1.709, 0.083], [-0.013, -1.231, -0.092], [0.933, -1.706, -1.116], [2.333, -2.589, -0.325], [3.363, -1.236, -0.005], [3.213, -0.075, -0.517], [4.180, 0.790, -0.098], [4.291, 2.126, -0.469], [5.338, 2.870, 0.034], [6.272, 2.306, 0.899], [6.181, 0.981, 1.281], [5.133, 0.229, 0.782], [4.748, -1.446, 1.074], [0.232, -0.297, 0.782], [-0.855, -0.135, 1.549], [-1.766, -0.977, 1.130], [-3.374, -1.152, 1.760], [-3.493, 0.378, 2.752], [-3.636, 1.547, 1.784], [-4.716, 1.915, 1.373], [-2.456, 2.099, 1.432], [-2.351, 2.899, 0.223], [-2.198, 1.963, -0.949], [-3.318, 1.379, -1.532], [-3.143, 0.433, -2.528], [-1.848, 0.101, -2.896], [-0.775, 0.643, -2.344], [-0.947, 1.551, -1.399], [-0.353, -5.450, 0.863], [-0.124, -3.682, 1.244], [-2.012, -4.909, -0.838], [-3.045, -2.646, -0.414], [-1.838, -2.584, -1.709], [1.367, -0.861, -1.650], [0.471, -2.415, -1.797], [3.562, 2.549, -1.140], [5.436, 3.908, -0.245], [7.082, 2.912, 1.278], [6.903, 0.540, 1.951], [-4.400, 0.259, 3.343], [-2.609, 0.441, 3.381], [-1.609, 1.600, 1.702], [-3.269, 3.484, 0.130], [-1.489, 3.563, 0.317], [-4.306, 1.657, -1.197], [-3.990, -0.037, -3.003], [-1.654, -0.632, -3.670], [-0.038, 1.953, -0.971]],
  "smiles": "C=CCn1c(CSc2nc3ccccc3s2)nnc1SCC(=O)NCc1cccnc1",
  "homo_lumo_gap_ev": 8.7,
  "energy_ha": -2410.6008
}

=====

(2)
{
  "formula": "C21H20N7O2RuS4",
  "method": "ωB97M-V/def2-TZVPD",
  "symbols": ["Ru", "S", "C", "C", "C", "C", "N", "C", "C", "C", "S", "C", "N", "H", "H", "S", "C", "N", "C", "C", "C", "C", "C", "C", "S", "H", "H", "H", "H", "N", "C", "C", "C", "C", "N", "C", "N", "N", "C", "O", "O", "H", "H", "H", "H", "H", "H", "H", "H", "H", "H", "H", "H", "H", "H"],
  "xyz": [[12.339, 6.808, 11.391], [10.650, 8.022, 12.277], [9.707, 6.836, 13.172], [8.282, 6.912, 13.223], [7.612, 5.916, 13.959], [6.216, 5.790, 13.898], [5.048, 5.757, 13.745], [8.352, 4.995, 14.742], [9.727, 4.781, 14.417], [10.405, 5.725, 13.731], [12.095, 5.570, 13.362], [7.645, 4.420, 15.817], [7.032, 4.052, 16.740], [7.671, 7.635, 12.755], [10.208, 3.826, 14.744], [14.322, 7.860, 12.281], [15.018, 6.847, 11.145], [14.051, 6.271, 10.416], [14.609, 5.341, 9.447], [13.944, 4.642, 8.413], [14.749, 4.070, 7.397], [16.122, 4.005, 7.551], [16.770, 4.564, 8.645], [15.970, 5.292, 9.534], [16.629, 6.266, 10.838], [12.849, 4.496, 8.337], [14.288, 3.544, 6.544], [16.714, 3.513, 6.751], [17.815, 4.478, 8.936], [11.827, 7.712, 9.526], [10.422, 7.389, 9.127], [9.456, 8.568, 9.562], [8.355, 8.925, 8.468], [7.349, 7.831, 8.311], [6.365, 7.776, 9.476], [5.703, 6.731, 9.924], [6.157, 5.449, 9.840], [4.506, 6.980, 10.535], [10.061, 6.035, 9.798], [8.919, 5.579, 9.668], [10.987, 5.487, 10.510], [12.001, 8.740, 9.621], [12.499, 7.533, 8.775], [10.425, 7.206, 8.002], [9.984, 9.502, 9.835], [9.005, 8.260, 10.502], [8.821, 9.168, 7.473], [7.869, 9.810, 8.758], [7.829, 6.861, 8.323], [6.742, 7.956, 7.361], [6.048, 8.702, 9.814], [7.133, 5.238, 9.530], [5.505, 4.679, 10.033], [4.300, 7.947, 10.741], [4.366, 6.489, 11.432]],
  "charge": 1,
  "multiplicity": 5,
  "homo_lumo_gap_ev": [6.0, 5.5],
  "energy_ha": -3033.4095,
  "relative_energy_kcal_mol": 0.0
}

=====

(3)
{
  "formula": "C21H20O10",
  "method": "ωB97M-V/def2-TZVPD",
  "symbols": ["O", "C", "C", "C", "C", "C", "C", "O", "C", "C", "C", "O", "C", "C", "O", "C", "O", "C", "C", "O", "C", "O", "C", "O", "C", "O", "C", "O", "C", "C", "C", "H", "H", "H", "H", "H", "H", "H", "H", "H", "H", "H", "H", "H", "H", "H", "H", "H", "H", "H", "H"],
  "xyz": [[-3.823, -2.449, -0.746], [-2.941, -1.690, -0.390], [-3.173, -0.301, 0.053], [-4.539, 0.238, 0.080], [-4.796, 1.541, -0.340], [-6.079, 2.051, -0.317], [-7.136, 1.264, 0.130], [-8.412, 1.725, 0.174], [-6.887, -0.041, 0.546], [-5.605, -0.546, 0.517], [-2.125, 0.466, 0.413], [-0.830, 0.096, 0.415], [-0.539, -1.174, 0.033], [0.807, -1.558, 0.060], [1.738, -0.646, 0.556], [2.490, 0.050, -0.426], [3.722, -0.568, -0.632], [4.822, -0.118, 0.153], [4.673, -0.497, 1.647], [4.069, -1.745, 1.830], [5.093, 1.387, -0.031], [6.221, 1.537, -0.849], [3.867, 2.095, -0.632], [3.992, 3.470, -0.388], [2.598, 1.517, 0.001], [1.486, 2.254, -0.441], [1.193, -2.821, -0.393], [2.469, -3.214, -0.455], [0.195, -3.719, -0.803], [-1.126, -3.356, -0.785], [-1.522, -2.076, -0.378], [-3.990, 2.156, -0.712], [-6.267, 3.062, -0.654], [-8.448, 2.633, -0.152], [-7.715, -0.641, 0.886], [-5.426, -1.559, 0.837], [-2.238, 1.485, 0.759], [1.965, 0.000, -1.393], [5.664, -0.667, -0.280], [5.671, -0.563, 2.084], [4.111, 0.282, 2.179], [3.120, -1.647, 1.655], [5.282, 1.848, 0.953], [6.340, 2.478, -1.024], [3.834, 1.898, -1.716], [3.135, 3.875, -0.573], [2.675, 1.575, 1.097], [0.689, 1.845, -0.079], [3.091, -2.495, -0.237], [0.508, -4.696, -1.133], [-1.900, -4.040, -1.096]],
  "smiles": "O=c1c(-c2ccc(O)cc2)coc2c(O[C@@H]3O[C@H](CO)[C@@H](O)[C@H](O)[C@H]3O)c(O)ccc12",
  "homo_lumo_gap_ev": 8.5,
  "energy_ha": -1564.6323,
  "relative_energy_kcal_mol": 16.1
}

=====

(4)
{
  "formula": "C21H21BrN2O2S",
  "method": "ωB97M-V/def2-TZVPD",
  "symbols": ["C", "C", "C", "N", "C", "C", "C", "C", "O", "N", "C", "C", "C", "C", "C", "O", "C", "C", "C", "S", "C", "C", "C", "C", "Br", "C", "C", "H", "H", "H", "H", "H", "H", "H", "H", "H", "H", "H", "H", "H", "H", "H", "H", "H", "H", "H", "H", "H"],
  "xyz": [[-1.776, -0.177, -3.682], [-2.915, -0.338, -2.882], [-2.549, 0.301, -1.356], [-1.366, 0.569, -1.088], [-0.717, 1.313, -0.288], [0.483, 0.823, 0.174], [1.279, 1.378, 1.276], [2.556, 0.716, 1.794], [2.904, 1.147, 2.932], [3.257, 0.312, 0.957], [4.638, -0.109, 1.093], [4.828, -1.633, 0.675], [4.326, -1.729, -0.739], [3.054, -2.451, -0.982], [2.715, -2.765, 0.689], [3.963, -2.714, 1.333], [0.660, 2.771, 1.897], [-0.593, 3.182, 1.348], [-1.174, 2.269, 0.331], [-2.735, 3.228, -0.049], [-3.758, 1.693, 0.180], [-4.817, 1.797, 1.389], [-5.504, 0.581, 1.635], [-5.349, -0.516, 1.022], [-6.502, -1.880, 1.534], [-4.224, -0.486, -0.087], [-3.566, 0.547, -0.241], [-2.048, -0.568, -4.717], [-0.850, -0.718, -3.457], [-1.385, 0.794, -3.945], [-3.246, -1.280, -2.538], [-3.645, 0.305, -3.041], [1.050, -0.175, -0.204], [3.079, 0.342, -0.046], [4.698, -0.221, 2.104], [5.316, 0.451, 0.622], [5.784, -2.100, 0.894], [4.573, -0.994, -1.220], [5.002, -2.480, -1.056], [2.993, -3.375, -1.097], [2.270, -1.743, -1.230], [2.075, -1.763, 1.119], [2.265, -3.743, 0.920], [1.355, 3.068, 2.664], [-0.901, 4.149, 1.654], [-4.961, 2.829, 1.924], [-6.325, 0.945, 2.379], [-4.216, -1.551, -0.593]],
  "smiles": "CCC1=Nc2cc(C(=O)NC[C@@H]3CCCO3)ccc2Sc2ccc(Br)cc21",
  "homo_lumo_gap_ev": 8.0,
  "energy_ha": -4044.4562
}